A structure of composition C47H57GeIN7O3Ti at a distorted geometry, computed with wB97M-V/def2-TZVPD.

The gap between HOMO and LUMO (spin up / spin down) comes out at 6.41 / 6.46 eV. The multiplicity is 2. As for the charge: +2. Its energy relative to the best compared isomer or geometry (same formula, charge and spin) is 35.7 kcal/mol.

Geometry (Å):
1 Ti -1.6559 -0.7355 -0.5792
2 C 1.4241 -3.7766 -1.4908
3 C 0.5888 -2.5593 -1.2329
4 N -0.6723 -2.5734 -1.0974
5 C -1.5185 -3.7598 -1.2688
6 C -2.6156 -3.7531 -0.2067
7 N -3.1002 -2.3675 0.0610
8 C -4.5532 -2.0724 -0.1109
9 C -4.7367 -0.9488 -1.1144
10 N -3.7113 0.0915 -0.8890
11 C -3.9738 1.0178 0.2457
12 C -2.8167 2.0142 0.2428
13 N -1.5967 1.3048 -0.2083
14 C -0.4918 1.9310 -0.3676
15 C -0.3384 3.3953 -0.1591
16 C 0.6280 1.0559 -0.7714
17 C 1.9613 1.4256 -0.8367
18 C 2.9146 0.4508 -1.0450
19 C 2.5203 -0.8777 -1.1683
20 C 1.1795 -1.1825 -1.1415
21 N 0.2521 -0.2089 -1.0108
22 H 1.0714 -4.3020 -2.3804
23 H 1.3454 -4.4676 -0.6472
24 H 2.4741 -3.5380 -1.6335
25 H -0.9573 -4.6891 -1.2310
26 H -1.9622 -3.6721 -2.2586
27 H -2.2305 -4.1653 0.7227
28 H -3.4351 -4.3887 -0.5294
29 H -2.9171 -2.1779 1.0446
30 H -4.9533 -1.7819 0.8572
31 H -5.0955 -2.9579 -0.4340
32 H -5.7402 -0.5269 -1.0516
33 H -4.5956 -1.3255 -2.1250
34 H -3.6573 0.6820 -1.7178
35 H -3.9924 0.4513 1.1684
36 H -4.9227 1.5348 0.1279
37 H -2.6677 2.4434 1.2316
38 H -3.0254 2.8296 -0.4498
39 H -1.1603 3.9285 -0.6422
40 H 0.5984 3.7749 -0.5589
41 H -0.3789 3.6293 0.9094
42 H 2.2587 2.4523 -0.6711
43 H 3.9634 0.7125 -1.0679
44 H 3.2663 -1.6554 -1.2555
45 O -2.0161 -0.8061 -2.7126
46 C -2.3268 -1.2213 -3.8285
47 C -3.2324 -0.4593 -4.7454
48 C -2.4738 -0.2215 -6.0807
49 C -0.9367 -0.0848 -5.9491
50 C -0.1309 -1.3985 -5.9447
51 C -0.2995 -2.2241 -4.6698
52 N -1.7543 -2.3460 -4.3601
53 H -3.4973 0.4761 -4.2583
54 H -4.1533 -1.0244 -4.9187
55 H -2.8780 0.6851 -6.5292
56 H -2.6979 -1.0276 -6.7841
57 H -0.6957 0.4870 -5.0460
58 H -0.5824 0.5171 -6.7853
59 H 0.9301 -1.1740 -6.0795
60 H -0.4286 -2.0062 -6.8056
61 H 0.1777 -1.7379 -3.8235
62 H 0.1213 -3.2207 -4.7821
63 H -2.2452 -2.6347 -5.1963
64 O -2.6707 -0.8057 2.5572
65 C -1.4731 -0.7124 2.3318
66 O -0.9582 -1.0510 1.1558
67 C -0.4979 -0.2422 3.3780
68 C 0.6813 0.6151 2.8797
69 Ge 2.3910 0.3441 3.8205
70 C 2.4189 1.3608 5.4548
71 C 1.3019 1.3595 6.2999
72 C 1.2800 2.1403 7.4495
73 C 2.3750 2.9354 7.7671
74 C 3.4924 2.9435 6.9423
75 C 3.5157 2.1600 5.7917
76 C 2.5092 -1.5698 4.0355
77 C 2.4696 -2.3811 2.8950
78 C 2.4599 -3.7671 3.0079
79 C 2.4799 -4.3608 4.2664
80 C 2.5120 -3.5685 5.4063
81 C 2.5277 -2.1794 5.2911
82 C 3.7861 0.9728 2.6287
83 C 4.8459 0.1532 2.2284
84 C 5.8758 0.6555 1.4338
85 C 5.8530 1.9824 1.0196
86 C 4.8004 2.8107 1.4016
87 C 3.7805 2.3092 2.2051
88 H -0.1442 -1.1750 3.8319
89 H -1.0773 0.2840 4.1327
90 H 0.4033 1.6754 2.9095
91 H 0.9113 0.3622 1.8418
92 H 0.4415 0.7356 6.0728
93 H 0.4129 2.1264 8.0992
94 H 2.3593 3.5442 8.6632
95 H 4.3495 3.5563 7.1969
96 H 4.3992 2.1698 5.1621
97 H 2.4472 -1.9256 1.9066
98 H 2.4485 -4.3900 2.1190
99 H 2.4784 -5.4409 4.3574
100 H 2.5310 -4.0309 6.3867
101 H 2.5608 -1.5704 6.1893
102 H 4.8910 -0.8779 2.5654
103 H 6.7054 0.0158 1.1551
104 H 6.6648 2.3781 0.4208
105 H 4.7960 3.8534 1.1026
106 H 2.9851 2.9777 2.5278
107 I -5.0646 3.1388 -2.8900
108 C -3.0664 3.4948 -3.4084
109 C -2.7202 4.7089 -3.9876
110 C -1.3975 4.8820 -4.3590
111 C -0.4915 3.8536 -4.1415
112 C -0.9474 2.6930 -3.5435
113 N -2.2255 2.5030 -3.1690
114 H -3.4589 5.4832 -4.1457
115 H -1.0814 5.8106 -4.8196
116 H 0.5477 3.9501 -4.4353
117 H -0.2681 1.8695 -3.3472